No. 1
Molecular formula: C13H20N2O4PdSeSi
Method: DFT, ωB97M-V/def2-TZVPD

The value obtained for the gap between HOMO and LUMO (spin up / spin down) is 6.39 / 6.35 eV. The charge is -2. For the highest occupied orbital energy (spin up / spin down), the calculation gives -1.629 / -1.600 eV. Its energy relative to the best compared isomer or geometry (same formula, charge and spin) is 1.1168 eV. The calculation puts the total energy at -3736.74992 Eh. As for the LUMO energy (spin up / spin down): 0.17509 / 0.17459 hartree.

Each line ends with the Mulliken charge.
CARTESIAN COORDINATES (ANGSTROEM)
1 Pd 0.01 1.49 0.39  0.310
2 N 1.67 2.99 -0.97  -0.410
3 C 2.87 2.17 -1.08  -0.240
4 C 3.14 1.35 0.20  0.449
5 O 4.30 0.95 0.42  -0.791
6 N 2.08 1.17 0.95  0.284
7 C 2.19 0.53 2.22  -0.308
8 C 1.17 1.16 3.23  0.503
9 O 1.47 1.14 4.43  -0.774
10 O 0.11 1.61 2.73  -0.548
11 H 1.75 3.63 -0.18  0.231
12 H 1.49 3.51 -1.82  0.158
13 H 2.73 1.46 -1.90  -0.043
14 H 3.78 2.77 -1.29  0.277
15 H 1.91 -0.53 2.16  -0.080
16 H 3.21 0.61 2.63  0.266
17 Se -1.93 3.01 0.10  -0.329
18 C -3.23 1.64 0.35  0.094
19 C -2.82 0.36 0.72  0.113
20 C -3.74 -0.66 0.84  -0.743
21 C -5.09 -0.42 0.62  -0.400
22 C -5.50 0.86 0.28  -0.393
23 C -4.59 1.88 0.15  -0.477
24 H -1.75 0.16 0.89  0.489
25 H -3.40 -1.65 1.10  0.349
26 H -5.81 -1.22 0.71  0.332
27 H -6.56 1.05 0.11  0.305
28 H -4.90 2.88 -0.12  0.318
29 C 2.17 -2.47 0.11  -1.185
30 Si 0.81 -1.84 -1.10  0.188
31 C -0.44 -3.31 -1.22  -1.176
32 C 1.74 -1.82 -2.80  -1.106
33 O 0.09 -0.50 -0.76  -0.434
34 H 2.65 -3.39 -0.24  0.421
35 H 1.76 -2.66 1.09  0.266
36 H 2.94 -1.72 0.22  0.318
37 H -0.05 -4.15 -1.79  0.313
38 H -1.36 -2.98 -1.71  0.299
39 H -0.71 -3.67 -0.23  0.293
40 H 2.55 -2.55 -2.84  0.331
41 H 2.18 -0.84 -2.97  0.215
42 H 1.07 -2.02 -3.64  0.318

***

No. 2
Molecular formula: C20H27N3O5S
Method: DFT, ωB97M-V/def2-TZVPD

The value obtained for the gap between HOMO and LUMO is 8.81 eV. For the highest occupied orbital energy, the calculation gives -8.207 eV. Its energy relative to the best compared isomer or geometry (same formula, charge and spin) is 3.3649 eV. The calculation puts the total energy at -1716.97617 Eh. The SMILES is Cc1ccc(-c2nc(CS(=O)(=O)CC(=O)NCCN3CCOCC3)c(C)o2)cc1. As for the LUMO energy: 0.02201 hartree.

Each line ends with the Mulliken charge.
CARTESIAN COORDINATES (ANGSTROEM)
1 C 6.18 4.20 0.26  -1.417
2 C 5.49 2.87 0.15  1.048
3 C 4.18 2.80 -0.30  -0.600
4 C 3.52 1.59 -0.39  -0.710
5 C 4.18 0.41 -0.03  0.214
6 C 3.48 -0.85 -0.12  0.404
7 N 2.26 -1.02 -0.52  -0.455
8 C 2.02 -2.37 -0.44  0.641
9 C 0.70 -2.93 -0.72  -1.033
10 S -0.34 -2.54 0.75  1.261
11 O 0.44 -2.80 1.93  -0.681
12 O -1.59 -3.26 0.64  -0.799
13 C -0.65 -0.76 0.64  -0.936
14 C -1.44 -0.33 -0.60  0.815
15 O -1.19 0.72 -1.17  -0.686
16 N -2.39 -1.20 -0.98  0.130
17 C -3.37 -0.86 -1.98  -1.138
18 C -4.73 -0.57 -1.31  -0.865
19 N -4.59 0.36 -0.21  0.379
20 C -4.31 1.72 -0.63  -0.644
21 C -4.08 2.59 0.60  -0.659
22 O -5.18 2.57 1.48  -0.402
23 C -5.46 1.25 1.87  -0.622
24 C -5.75 0.35 0.67  -0.603
25 C 3.16 -2.97 0.04  0.544
26 C 3.47 -4.38 0.38  -1.518
27 O 4.08 -2.01 0.23  -0.359
28 C 5.50 0.48 0.43  -0.722
29 C 6.14 1.70 0.51  -0.627
30 H 5.78 4.75 1.11  0.287
31 H 6.01 4.79 -0.63  0.359
32 H 7.25 4.07 0.41  0.351
33 H 3.67 3.71 -0.58  0.396
34 H 2.50 1.53 -0.74  0.662
35 H 0.71 -4.01 -0.83  0.491
36 H 0.21 -2.45 -1.56  0.374
37 H -1.20 -0.50 1.54  0.546
38 H 0.32 -0.27 0.64  0.174
39 H -2.55 -2.02 -0.41  0.199
40 H -3.49 -1.69 -2.68  0.407
41 H -3.01 0.02 -2.51  0.465
42 H -5.12 -1.51 -0.90  0.477
43 H -5.44 -0.21 -2.08  0.325
44 H -3.41 1.74 -1.24  0.388
45 H -5.16 2.14 -1.22  0.359
46 H -3.94 3.63 0.31  0.367
47 H -3.18 2.23 1.12  0.272
48 H -6.33 1.30 2.53  0.364
49 H -4.61 0.84 2.43  0.289
50 H -5.93 -0.67 1.01  0.407
51 H -6.65 0.72 0.15  0.333
52 H 4.53 -4.47 0.61  0.349
53 H 3.22 -5.04 -0.45  0.356
54 H 2.89 -4.69 1.25  0.287
55 H 6.00 -0.43 0.71  0.436
56 H 7.16 1.73 0.87  0.320

***

No. 3
Molecular formula: C6H10O
Method: DFT, ωB97M-V/def2-TZVPD

The value obtained for the gap between HOMO and LUMO is 10.08 eV. For the highest occupied orbital energy, the calculation gives -9.133 eV. Its energy relative to the best compared isomer or geometry (same formula, charge and spin) is 1.1992 eV. The calculation puts the total energy at -309.79830 Eh. The SMILES is C[C@H]1CC=C[C@H]1O. As for the LUMO energy: 0.03466 hartree.

Each line ends with the Mulliken charge.
CARTESIAN COORDINATES (ANGSTROEM)
1 C -1.13 -0.15 -1.46  -1.549
2 C -0.72 -0.45 0.08  0.160
3 C 0.57 -1.31 0.13  -0.648
4 C 1.63 -0.53 0.86  -0.398
5 C 1.18 0.68 1.16  -0.585
6 C -0.31 0.84 0.87  -0.098
7 O -0.62 2.03 0.19  -0.574
8 H -0.39 0.36 -2.13  0.366
9 H -1.40 -1.06 -2.03  0.405
10 H -2.02 0.50 -1.46  0.379
11 H -1.57 -0.96 0.54  0.340
12 H 0.65 -1.08 -0.91  0.271
13 H 0.55 -2.40 0.29  0.398
14 H 2.64 -0.90 1.01  0.414
15 H 1.75 1.50 1.58  0.417
16 H -0.84 0.91 1.82  0.325
17 H -0.01 2.08 -0.55  0.377

***

No. 4
Molecular formula: C39H75BIN6O10S2
Method: DFT, ωB97M-V/def2-TZVPD

The value obtained for the gap between HOMO and LUMO is 6.97 eV. The charge is +1. For the highest occupied orbital energy, the calculation gives -9.759 eV. The calculation puts the total energy at -3730.27401 Eh. As for the LUMO energy: -0.10240 hartree.

Each line ends with the Mulliken charge.
CARTESIAN COORDINATES (ANGSTROEM)
1 C -2.41 -1.83 3.90  -0.975
2 C -2.70 -0.92 2.61  -0.201
3 N -1.77 -1.06 1.51  0.259
4 C -2.19 -1.32 0.15  1.334
5 C -2.44 0.20 -0.41  -1.696
6 I -1.36 1.78 0.69  0.156
7 C -3.92 0.71 -0.52  -0.235
8 C -4.73 1.03 0.79  -0.971
9 C -3.36 -2.39 -0.15  -1.049
10 S -3.92 -3.55 1.22  -0.259
11 N -3.16 -3.31 -1.37  1.194
12 C -4.34 -2.81 -2.21  -1.118
13 O -4.40 -3.39 -3.51  0.003
14 O -5.73 -3.69 -3.73  -0.511
15 B -3.49 -4.79 -1.08  0.921
16 N -2.53 -5.80 -0.56  -0.533
17 O -4.75 -5.37 -1.35  -0.840
18 C -1.79 -2.97 -1.90  -0.163
19 S -1.76 -1.67 -3.29  -0.162
20 C -0.89 -4.07 -2.60  -0.335
21 C -1.43 -4.83 -3.87  -1.141
22 C -0.90 -4.26 -5.27  -0.757
23 C 0.68 -4.32 -5.41  -1.054
24 C 1.36 -2.89 -5.55  0.257
25 C 0.76 -1.98 -6.70  -0.682
26 C 0.70 -0.45 -6.24  -0.359
27 C 2.09 -0.03 -5.63  -0.130
28 O 2.25 1.42 -5.52  -0.396
29 C 3.24 1.60 -4.51  0.792
30 C 2.97 2.36 -3.17  -0.425
31 O 4.33 1.10 -4.70  -0.542
32 C -1.03 -2.12 -0.67  0.852
33 N -0.08 -1.33 -1.50  -0.788
34 C 0.67 -0.56 -0.90  0.769
35 O 1.47 0.04 -0.30  -0.476
36 C -0.06 -3.08 0.13  0.255
37 C -0.37 -3.69 1.47  0.246
38 C 0.54 -4.60 2.19  -0.908
39 C 1.85 -4.99 1.65  -0.660
40 C 2.21 -4.39 0.34  -0.776
41 C 1.29 -3.51 -0.36  -0.269
42 H -2.93 -2.82 3.78  0.161
43 H -2.90 -1.33 4.78  0.447
44 H -1.31 -1.99 4.08  0.040
45 H -2.62 0.15 3.02  0.346
46 H -3.78 -1.06 2.38  0.096
47 H -0.78 -1.09 1.71  0.575
48 H -1.99 0.34 -1.44  0.712
49 H -4.57 0.03 -1.15  -0.086
50 H -3.89 1.67 -1.12  0.669
51 H -5.44 0.19 1.06  0.232
52 H -4.14 1.30 1.69  0.197
53 H -5.40 1.91 0.56  0.355
54 H -4.34 -1.83 -0.21  0.689
55 H -5.23 -3.26 1.51  0.270
56 H -4.30 -1.69 -2.37  0.484
57 H -5.34 -2.98 -1.72  0.583
58 H -5.79 -4.57 -4.15  0.321
59 H -1.70 -5.36 -0.15  0.109
60 H -2.25 -6.42 -1.33  0.319
61 H -4.91 -6.06 -0.68  0.319
62 H -0.65 -1.86 -4.06  -0.281
63 H -0.49 -4.85 -1.88  0.609
64 H 0.06 -3.53 -2.92  -0.319
65 H -0.98 -5.87 -3.83  0.409
66 H -2.53 -5.00 -3.93  0.182
67 H -1.31 -4.99 -6.04  0.429
68 H -1.35 -3.27 -5.53  0.493
69 H 0.95 -4.94 -6.31  0.439
70 H 1.16 -4.84 -4.53  0.434
71 H 1.37 -2.40 -4.54  -0.571
72 H 2.44 -3.08 -5.83  0.590
73 H -0.28 -2.26 -7.03  0.276
74 H 1.42 -2.07 -7.63  0.470
75 H 0.49 0.22 -7.13  0.389
76 H -0.11 -0.25 -5.49  -0.045
77 H 2.22 -0.45 -4.59  0.204
78 H 2.91 -0.39 -6.32  0.133
79 H 1.88 2.61 -3.01  0.262
80 H 3.26 1.68 -2.31  0.196
81 H 3.62 3.28 -3.10  -0.119
82 H -1.32 -3.44 2.00  -0.009
83 H 0.25 -5.02 3.20  0.438
84 H 2.56 -5.66 2.18  0.378
85 H 3.21 -4.62 -0.13  0.403
86 H 1.63 -3.11 -1.36  0.129
87 C 1.15 -0.92 6.02  -0.781
88 O 0.08 -1.60 6.66  -0.147
89 C 0.47 -2.30 7.84  -0.906
90 C -0.05 -1.61 9.09  -0.181
91 N 0.64 -0.35 9.34  -0.324
92 C 0.00 0.51 10.33  -0.682
93 C -1.44 0.98 10.07  -0.459
94 O -1.57 1.89 8.99  -0.455
95 C -1.60 1.30 7.70  -0.487
96 H 0.81 -0.61 5.03  0.151
97 H 1.44 -0.03 6.57  0.335
98 H 2.02 -1.58 5.89  0.375
99 H 1.56 -2.46 7.88  0.417
100 H 0.00 -3.29 7.77  0.366
101 H 0.10 -2.27 9.95  0.403
102 H -1.12 -1.46 8.95  0.139
103 H 0.70 0.17 8.47  0.066
104 H 0.63 1.40 10.43  0.371
105 H 0.03 -0.01 11.30  0.391
106 H -1.77 1.52 10.96  0.354
107 H -2.14 0.14 9.95  0.338
108 H -2.10 0.33 7.70  0.261
109 H -0.59 1.21 7.30  0.138
110 H -2.15 1.97 7.04  0.327
111 C 4.84 5.70 -3.70  -0.898
112 O 3.96 5.83 -2.60  -0.273
113 C 4.62 6.09 -1.36  -0.814
114 C 4.38 7.53 -0.91  -0.242
115 N 5.09 8.48 -1.75  -0.325
116 C 4.68 9.87 -1.56  -0.681
117 C 3.21 10.24 -1.83  -0.466
118 O 2.83 10.16 -3.20  -0.429
119 C 2.51 8.86 -3.65  -0.478
120 H 4.28 5.29 -4.54  0.234
121 H 5.24 6.67 -4.01  0.380
122 H 5.67 5.02 -3.47  0.402
123 H 5.68 5.85 -1.41  0.414
124 H 4.16 5.42 -0.62  0.381
125 H 4.73 7.64 0.13  0.413
126 H 3.30 7.70 -0.92  0.154
127 H 4.94 8.24 -2.72  0.071
128 H 5.30 10.48 -2.23  0.374
129 H 4.93 10.18 -0.54  0.390
130 H 3.09 11.29 -1.55  0.351
131 H 2.51 9.68 -1.20  0.342
132 H 2.03 8.25 -2.88  0.256
133 H 3.40 8.36 -4.04  0.123
134 H 1.81 8.95 -4.49  0.333